1.
Formula: C42H52BBrCl33NO4
Source: OMol25
Level of theory: ωB97M-V with the def2-TZVPD basis set

The HOMO energy is -7.27 eV. As for the SMILES: CCOB(O)c1cc(CC[C@@H](C)CCC=C(C)C)c(CCN)c2c1C(=O)c1cc(CCCBr)ccc1C2=O.ClC(Cl)Cl.ClC(Cl)Cl.ClC(Cl)Cl.ClC(Cl)Cl.ClC(Cl)Cl.ClC(Cl)Cl.ClC(Cl)Cl.ClC(Cl)Cl.ClC(Cl)Cl.ClC(Cl)Cl.ClC(Cl)Cl. For the frontier orbital gap, the calculation gives 0.2465 hartree. As for the total energy: -19772.49746 Eh. As for the total charge: 0.

Each line ends with the Mulliken charge.
CARTESIAN COORDINATES (ANGSTROEM)
C  -0.919  -4.172  2.297  -0.814
C  -1.174  -3.431  3.619  -0.159
O  -2.565  -3.073  3.741  -0.679
B  -2.814  -1.755  3.434  0.817
O  -3.368  -0.939  4.403  -0.479
C  -2.433  -1.112  2.028  0.345
C  -1.252  -0.388  1.931  -0.566
C  -0.824  0.191  0.740  0.435
C  0.507  0.896  0.764  -1.985
C  1.562  0.100  -0.052  0.293
C  2.966  0.271  0.516  0.882
C  3.184  -0.424  1.870  -1.961
C  4.013  -0.212  -0.513  -0.982
C  3.685  -1.533  -1.216  -0.214
C  3.643  -2.747  -0.321  -0.279
C  3.244  -3.990  -0.746  0.140
C  1.836  -4.274  -1.199  -0.852
C  4.192  -5.155  -0.757  -1.132
C  -1.638  0.081  -0.401  1.286
C  -1.184  0.756  -1.669  -1.474
C  -0.565  -0.162  -2.746  -0.306
N  -0.757  -1.583  -2.490  -0.396
C  -2.844  -0.626  -0.314  0.204
C  -3.231  -1.237  0.896  -0.002
C  -4.495  -2.006  0.970  -0.044
O  -4.667  -2.913  1.759  -0.671
C  -5.566  -1.622  0.019  -0.302
C  -6.893  -1.907  0.312  -0.457
C  -7.895  -1.576  -0.591  0.792
C  -9.344  -1.907  -0.300  -0.848
C  -9.533  -3.165  0.563  -0.957
C  -9.703  -2.821  2.048  -0.692
Br  -8.812  -4.159  3.171  -0.190
C  -7.539  -0.927  -1.775  -1.031
C  -6.220  -0.645  -2.072  -0.905
C  -5.225  -1.005  -1.177  0.589
C  -3.783  -0.752  -1.487  -0.103
O  -3.461  -0.689  -2.653  -0.486
H  -0.778  -5.236  2.474  0.363
H  -0.084  -3.740  1.746  -0.040
H  -1.808  -4.055  1.679  0.235
H  -0.956  -4.096  4.454  0.445
H  -0.530  -2.551  3.694  0.211
H  -2.822  -0.153  4.516  0.242
H  -0.621  -0.284  2.809  0.404
H  0.444  1.901  0.349  0.350
H  0.869  0.907  1.791  0.797
H  1.301  -0.961  -0.057  -0.198
H  1.534  0.470  -1.078  0.258
H  3.130  1.344  0.662  0.574
H  2.678  -1.387  1.952  0.291
H  4.250  -0.646  1.956  0.531
H  2.948  0.242  2.700  0.304
H  4.061  0.551  -1.299  0.480
H  5.020  -0.278  -0.101  -0.164
H  4.495  -1.740  -1.920  0.307
H  2.772  -1.476  -1.824  0.132
H  3.965  -2.669  0.717  0.492
H  1.324  -3.326  -1.372  -0.127
H  1.318  -4.763  -0.371  0.308
H  1.765  -4.908  -2.087  0.439
H  3.652  -6.101  -0.854  0.399
H  4.764  -5.203  0.176  0.300
H  4.876  -5.052  -1.599  0.168
H  -0.460  1.536  -1.442  0.673
H  -2.050  1.272  -2.087  0.668
H  0.510  0.035  -2.857  0.584
H  -1.013  0.122  -3.692  -0.484
H  -0.548  -2.156  -3.292  0.314
H  -0.262  -1.894  -1.668  -0.097
H  -7.097  -2.391  1.258  0.521
H  -9.841  -2.101  -1.250  0.410
H  -9.801  -1.045  0.190  0.382
H  -8.685  -3.840  0.468  0.549
H  -10.406  -3.728  0.236  0.392
H  -9.208  -1.890  2.307  0.367
H  -10.740  -2.810  2.363  0.427
H  -8.321  -0.648  -2.471  0.417
H  -5.958  -0.162  -3.003  0.579
Cl  8.808  -4.274  -3.717  -0.116
C  8.531  -5.419  -2.406  -0.041
Cl  7.866  -4.613  -0.984  -0.073
Cl  7.469  -6.726  -2.933  -0.124
H  9.484  -5.851  -2.132  0.334
Cl  6.701  1.862  4.865  -0.116
C  5.243  2.713  4.353  -0.040
Cl  5.073  2.655  2.599  -0.069
Cl  3.817  2.038  5.143  -0.114
H  5.334  3.749  4.650  0.346
Cl  -3.016  -1.775  7.905  -0.148
C  -1.615  -2.353  7.010  1.071
Cl  -0.422  -1.062  6.811  -0.155
Cl  -0.894  -3.758  7.792  -0.146
H  -1.963  -2.646  6.026  -0.654
Cl  -1.763  2.863  -6.913  -0.124
C  -1.655  1.098  -6.803  -0.125
Cl  -0.007  0.596  -6.420  -0.108
Cl  -2.790  0.488  -5.608  -0.020
H  -1.913  0.689  -7.771  0.383
Cl  8.376  0.914  -2.614  -0.146
C  8.095  -0.306  -1.370  0.009
Cl  7.419  0.424  0.083  -0.054
Cl  7.019  -1.576  -1.950  0.023
H  9.046  -0.756  -1.119  0.185
Cl  -4.408  2.778  9.599  -0.138
C  -3.241  1.766  8.747  0.293
Cl  -3.378  1.986  7.003  -0.088
Cl  -1.599  2.103  9.293  -0.119
H  -3.462  0.732  8.971  0.041
Cl  2.221  3.981  -5.812  -0.114
C  1.016  5.260  -5.887  0.413
Cl  1.047  6.240  -4.414  -0.102
Cl  1.251  6.275  -7.310  -0.122
H  0.041  4.796  -5.961  -0.064
Cl  -4.911  3.672  -1.614  -0.111
C  -3.405  4.246  -0.898  -0.214
Cl  -2.868  3.151  0.376  -0.010
Cl  -2.156  4.433  -2.133  -0.088
H  -3.587  5.216  -0.457  0.414
Cl  -0.290  10.556  -6.974  -0.129
C  -0.426  9.236  -5.815  0.299
Cl  -0.785  9.854  -4.200  -0.127
Cl  -1.646  8.074  -6.320  -0.095
H  0.526  8.722  -5.772  0.044
Cl  3.061  9.757  -2.151  -0.122
C  1.925  11.105  -2.072  0.256
Cl  2.086  11.975  -0.546  -0.132
Cl  2.145  12.190  -3.443  -0.109
H  0.925  10.700  -2.125  0.103
Cl  11.168  0.317  0.511  -0.107
C  10.870  -0.897  1.759  -0.092
Cl  10.185  -0.158  3.202  -0.088
Cl  9.815  -2.175  1.147  -0.047
H  11.818  -1.344  2.024  0.363


2.
Formula: C24H21F6LiN5O
Source: OMol25
Level of theory: ωB97M-V with the def2-TZVPD basis set

The energy above the lowest of the compared OMol25 structures with the same formula, charge and spin comes out at 0.004 eV. The HOMO energy is -3.80 eV. For the frontier orbital gap, the calculation gives 0.2440 hartree. As for the total energy: -1883.09371 Eh. As for the total charge: -1.

Each line ends with the natural charge from an NBO analysis.
CARTESIAN COORDINATES (ANGSTROEM)
Li  -1.077  0.683  0.975  0.862
C  3.875  -3.636  3.686  -0.612
C  3.063  -2.713  2.817  -0.115
C  3.645  -1.956  1.802  -0.193
C  2.915  -1.073  1.031  -0.281
C  1.524  -0.879  1.213  0.181
N  0.766  0.013  0.538  -0.716
C  1.134  0.445  -0.704  0.192
C  1.604  -0.411  -1.723  -0.248
C  1.805  0.021  -3.016  -0.195
C  1.546  1.338  -3.395  -0.098
C  1.677  1.784  -4.827  -0.615
C  1.111  2.205  -2.407  -0.170
C  0.944  1.788  -1.090  0.058
N  0.613  2.790  -0.128  -0.155
C  1.140  4.035  -0.091  -0.038
C  0.497  4.725  0.907  -0.358
C  -0.412  3.794  1.437  -0.043
N  -0.337  2.633  0.810  -0.275
C  0.951  -1.669  2.242  0.131
C  1.700  -2.539  3.017  -0.208
N  -0.459  -1.634  2.461  -0.183
C  -1.292  -2.693  2.391  -0.026
C  -2.550  -2.251  2.726  -0.349
C  -2.377  -0.883  2.976  -0.021
N  -1.111  -0.512  2.826  -0.316
H  4.737  -4.030  3.144  0.204
H  3.281  -4.487  4.026  0.204
H  4.256  -3.129  4.577  0.202
H  4.710  -2.055  1.613  0.192
H  3.419  -0.499  0.264  0.209
H  1.773  -1.450  -1.470  0.215
H  2.145  -0.690  -3.763  0.196
H  2.521  1.295  -5.318  0.204
H  1.830  2.863  -4.894  0.205
H  0.780  1.544  -5.403  0.212
H  0.880  3.235  -2.655  0.202
H  1.934  4.308  -0.764  0.218
H  0.669  5.739  1.221  0.219
H  -1.109  3.913  2.251  0.207
H  1.185  -3.098  3.793  0.202
H  -0.920  -3.658  2.092  0.216
H  -3.465  -2.816  2.729  0.224
H  -3.121  -0.143  3.223  0.211
C  -2.034  -0.475  -2.045  -0.645
C  -3.107  0.081  -1.087  0.121
O  -2.649  0.394  0.124  -0.941
C  -4.221  -0.997  -0.950  0.947
F  -4.831  -1.322  -2.121  -0.352
F  -3.697  -2.145  -0.478  -0.338
F  -5.201  -0.647  -0.102  -0.329
C  -3.712  1.346  -1.762  0.946
F  -4.744  1.871  -1.080  -0.331
F  -2.776  2.310  -1.849  -0.334
F  -4.157  1.144  -3.030  -0.351
H  -1.550  -1.314  -1.547  0.225
H  -1.287  0.302  -2.204  0.225
H  -2.434  -0.796  -3.008  0.206


Q: Which of these has the highest frontier orbital gap?
A: C42H52BBrCl33NO4


Copy entry 2 word for word.
Formula: C24H21F6LiN5O
Source: OMol25
Level of theory: ωB97M-V with the def2-TZVPD basis set

The energy above the lowest of the compared OMol25 structures with the same formula, charge and spin comes out at 0.004 eV. The HOMO energy is -3.80 eV. For the frontier orbital gap, the calculation gives 0.2440 hartree. As for the total energy: -1883.09371 Eh. As for the total charge: -1.

Each line ends with the natural charge from an NBO analysis.
CARTESIAN COORDINATES (ANGSTROEM)
Li  -1.077  0.683  0.975  0.862
C  3.875  -3.636  3.686  -0.612
C  3.063  -2.713  2.817  -0.115
C  3.645  -1.956  1.802  -0.193
C  2.915  -1.073  1.031  -0.281
C  1.524  -0.879  1.213  0.181
N  0.766  0.013  0.538  -0.716
C  1.134  0.445  -0.704  0.192
C  1.604  -0.411  -1.723  -0.248
C  1.805  0.021  -3.016  -0.195
C  1.546  1.338  -3.395  -0.098
C  1.677  1.784  -4.827  -0.615
C  1.111  2.205  -2.407  -0.170
C  0.944  1.788  -1.090  0.058
N  0.613  2.790  -0.128  -0.155
C  1.140  4.035  -0.091  -0.038
C  0.497  4.725  0.907  -0.358
C  -0.412  3.794  1.437  -0.043
N  -0.337  2.633  0.810  -0.275
C  0.951  -1.669  2.242  0.131
C  1.700  -2.539  3.017  -0.208
N  -0.459  -1.634  2.461  -0.183
C  -1.292  -2.693  2.391  -0.026
C  -2.550  -2.251  2.726  -0.349
C  -2.377  -0.883  2.976  -0.021
N  -1.111  -0.512  2.826  -0.316
H  4.737  -4.030  3.144  0.204
H  3.281  -4.487  4.026  0.204
H  4.256  -3.129  4.577  0.202
H  4.710  -2.055  1.613  0.192
H  3.419  -0.499  0.264  0.209
H  1.773  -1.450  -1.470  0.215
H  2.145  -0.690  -3.763  0.196
H  2.521  1.295  -5.318  0.204
H  1.830  2.863  -4.894  0.205
H  0.780  1.544  -5.403  0.212
H  0.880  3.235  -2.655  0.202
H  1.934  4.308  -0.764  0.218
H  0.669  5.739  1.221  0.219
H  -1.109  3.913  2.251  0.207
H  1.185  -3.098  3.793  0.202
H  -0.920  -3.658  2.092  0.216
H  -3.465  -2.816  2.729  0.224
H  -3.121  -0.143  3.223  0.211
C  -2.034  -0.475  -2.045  -0.645
C  -3.107  0.081  -1.087  0.121
O  -2.649  0.394  0.124  -0.941
C  -4.221  -0.997  -0.950  0.947
F  -4.831  -1.322  -2.121  -0.352
F  -3.697  -2.145  -0.478  -0.338
F  -5.201  -0.647  -0.102  -0.329
C  -3.712  1.346  -1.762  0.946
F  -4.744  1.871  -1.080  -0.331
F  -2.776  2.310  -1.849  -0.334
F  -4.157  1.144  -3.030  -0.351
H  -1.550  -1.314  -1.547  0.225
H  -1.287  0.302  -2.204  0.225
H  -2.434  -0.796  -3.008  0.206


Q: Which value of frontier orbital gap does entry 2 give?
A: 0.2440 hartree